Record 1
DFT (ωB97M-V/def2-TZVPD) results for the molecule C3H4O3.

Computed properties:
HOMO level, eV: -9.4
Kohn-Sham gap, eV: 8.970

Positions of all 10 atoms, in Å:
O1 -2.17449 -0.32826 1.28158
H1 1.46852 1.29279 -1.04683
C1 0.60479 -0.58563 -0.74440
C2 0.44897 0.85854 -1.03472
H2 0.68700 -1.07192 -1.72863
O2 -0.60335 -1.08006 -0.13488
H3 -0.63335 1.38556 1.61819
H4 1.45064 -0.91345 -0.12474
O3 -0.15926 0.69737 1.12727
C3 -1.08946 -0.25493 0.78717

---

Record 2
DFT (ωB97M-V/def2-TZVPD) results for the molecule C14H13NOS in a non-equilibrium geometry.

Computed properties:
HOMO level, eV: -7.7
Kohn-Sham gap, eV: 7.611
SMILES string: CCOc1cccc2c1Sc1ccccc1N2

Positions of all 30 atoms, in Å:
C1 3.43791 -2.24666 1.91535
C2 -1.49618 3.23801 0.11324
C3 2.99146 0.57573 1.44639
C4 2.12436 0.10862 0.13502
H1 3.11468 1.72052 1.72590
H2 -2.87035 1.82681 1.33115
C5 -1.74259 2.14646 1.31133
C6 -0.40811 0.51641 -1.35787
C7 1.87651 -1.48320 -0.31469
H3 -1.55016 -3.18809 -1.97918
H4 4.25803 -0.42775 3.35723
C8 -1.67161 -2.00853 -1.84494
H5 -1.51285 2.68089 2.34390
H6 3.90557 -3.15808 2.52430
H7 -0.34173 3.52651 0.11334
C9 2.55516 -2.68619 0.57412
C10 -1.82571 1.35045 -1.40717
O1 -1.92914 2.80685 -1.22493
C11 -3.12755 -1.22712 -1.89101
H8 -4.12688 -1.84503 -2.08695
H9 -2.06463 4.25573 0.36980
H10 0.90307 -2.92405 -1.54004
H11 -1.04584 1.20142 1.27404
N1 1.03515 -1.87554 -1.52860
C12 -0.28477 -1.13803 -1.56978
S1 1.26038 1.37778 -1.00284
H12 2.36997 -3.79122 0.23320
H13 -4.28202 0.90345 -1.70608
C13 3.63947 -0.66066 2.36611
C14 -3.19158 0.42451 -1.68034

---

Record 3
DFT (ωB97M-V/def2-TZVPD) results for the molecule C19H19NO2.

Computed properties:
HOMO level, eV: -8.1
Kohn-Sham gap, eV: 8.542
SMILES string: COc1ccccc1/C=C/C(=O)Nc1ccc2c(c1)CCC2

Positions of all 41 atoms, in Å:
C1 -3.24918 -1.27564 0.78633
C2 1.64261 -0.32605 -2.88545
H1 -4.76394 0.74403 -1.43963
O1 -2.41334 0.76431 -2.73443
H2 -3.45002 -1.81191 1.70110
C3 -2.71695 0.11192 -1.58217
H3 1.59695 -0.74380 4.08752
H4 2.73030 2.04962 3.77917
C4 -3.43138 1.43760 -3.43502
C5 -4.23844 -0.51893 0.18520
C6 -3.97454 0.16329 -0.98932
C7 1.19599 1.60059 2.32739
H5 3.27363 -0.21591 4.24785
C8 1.87059 1.38346 3.69144
C9 0.26597 -0.05354 -2.42220
H6 1.38571 1.28726 -0.52323
H7 0.12662 1.37540 2.37773
C10 2.55437 -0.51908 -0.55397
H8 3.76839 -2.11462 2.18454
H9 -1.22440 -1.93189 0.66399
N1 2.58869 -0.64051 -1.94830
C11 -0.34438 -0.78983 -1.48902
H10 1.19823 1.58619 4.52350
H11 0.22329 -1.57437 -1.00104
C12 2.53780 -0.35855 2.21266
C13 1.88440 0.53593 0.06875
C14 2.35746 -0.07459 3.67448
H12 -2.96091 1.81030 -4.34388
H13 -0.25532 0.70725 -2.97909
H14 3.44879 -1.00156 -2.34333
C15 1.87296 0.59514 1.44428
C16 -2.00174 -1.34213 0.19929
H15 -3.82614 2.28294 -2.86187
O2 1.93831 -0.32816 -4.06620
C17 -1.69734 -0.65803 -0.97905
H16 -5.22268 -0.45643 0.62486
H17 -4.25016 0.76320 -3.70415
H18 3.77910 -2.25058 -0.27842
C18 3.24063 -1.45466 0.21573
C19 3.23456 -1.37956 1.60031
H19 1.30554 2.62190 1.96365

---

Record 4
DFT (ωB97M-V/def2-TZVPD) results for a structure of composition C26H51BN2O7P4Pd in a non-equilibrium geometry.

Computed properties:
HOMO level (spin up / spin down), eV: -6.3 / -7.8
Kohn-Sham gap (spin up / spin down), eV: 6.802 / 6.715
Spin multiplicity: 3
<S²>: 2.01

Positions of all 92 atoms, in Å:
H1 -0.48568 -1.66868 3.30212
H2 0.33062 -5.19955 2.23561
H3 -2.55051 5.11279 1.59511
P1 -2.53545 0.18462 -3.14991
H4 2.31814 -5.20543 1.76698
C1 -3.49235 -1.79758 -1.52835
H5 -3.65524 -2.85162 -1.30395
C2 2.46022 0.66578 2.84926
H6 1.04547 5.21049 -0.80339
H7 -4.03115 3.37381 0.42832
C3 -0.42190 -3.22335 1.75275
C4 -0.00436 3.71125 -2.02362
H8 3.79116 -5.06717 0.81028
H9 -3.27470 2.41275 -0.84940
H10 0.91255 5.59404 -2.52097
P2 -0.47727 2.65404 -0.52721
H11 0.82414 -3.95848 3.39854
C5 1.54849 -4.71658 -0.77596
H12 -1.53775 5.51643 0.21030
H13 3.84766 -2.24504 -0.02163
O1 -0.62975 -2.04594 -4.46092
H14 -4.44630 -1.27162 -1.51335
H15 2.59025 4.07933 2.73006
H16 -0.83512 -4.55723 3.39091
H17 -1.42486 2.76339 -3.36004
H18 0.88241 -5.38877 -0.23171
O2 -1.52731 -3.91225 -3.13607
H19 4.01247 3.65227 4.70267
H20 -2.84249 -1.34797 -0.77269
H21 -2.09182 1.39229 1.36405
O3 -1.09896 0.29636 -2.68188
C6 0.38780 5.14885 -1.67101
H22 1.64097 -1.99201 3.09214
H23 -0.49721 5.75571 -1.47839
H24 2.13675 3.23493 -2.17411
H25 1.06369 1.88207 -2.57543
H26 3.41080 -3.84164 2.01751
O4 -0.15126 -2.16320 -1.92828
B1 1.09544 0.53740 0.99017
H27 0.74693 3.88838 1.22614
H28 4.44822 1.36001 5.47182
C7 1.19240 2.96362 -2.64830
H29 3.47583 -0.58024 4.28920
C8 -1.14769 3.75859 -3.03703
H30 -0.83227 4.33380 -3.91214
C9 -1.43657 -3.82178 0.77333
C10 -3.18563 3.32650 -0.26370
H31 -1.29046 -1.23000 1.78980
H32 1.27192 3.21851 -3.70735
H33 -0.80917 4.90190 1.70472
H34 3.01910 -1.88246 1.99622
H35 3.90691 -3.54592 -1.21146
C11 1.96150 -1.63175 2.10965
C12 3.56769 2.81825 4.17544
N1 1.79307 -0.20761 2.00247
H36 -0.76614 -4.47725 -2.93758
H37 2.29576 -5.33089 -1.28546
H38 -1.69496 -3.08983 0.01451
H39 -2.81024 2.68056 2.34615
P3 0.98119 -2.44057 0.75240
H40 -3.31845 -2.04595 -4.74324
H41 -2.34820 -4.10930 1.30405
C13 -1.95766 2.41880 1.71421
C14 -1.66254 4.81173 1.03201
P4 -1.17262 -2.35890 -2.99536
H42 0.97527 -4.17388 -1.52769
C15 -2.86545 -1.62369 -2.89912
H43 -3.27359 4.17156 -0.94810
C16 -1.87326 3.38672 0.52353
H44 -3.28593 0.67462 -5.08791
H45 -1.04465 -4.70696 0.27190
H46 -1.05495 2.45098 2.32884
C17 3.26722 0.42613 3.94796
O5 -2.45279 0.28157 -4.78425
C18 0.01158 -4.29329 2.75065
H47 1.81761 3.39559 -0.08314
C19 2.97464 -4.49803 1.26407
C20 -1.09577 -2.05311 2.48297
H48 -2.03458 4.23626 -2.62136
O6 -3.61312 1.06458 -2.66292
H49 -2.04825 -2.38132 2.90633
H50 -0.47225 -1.09289 -4.58489
Pd1 -0.07643 -0.16184 -0.60019
C21 0.98922 3.06852 0.54903
C22 2.20495 1.97981 2.41132
N2 1.37686 1.90701 1.30216
H51 2.69982 -2.25914 -1.36799
C23 3.23409 -2.88997 -0.65360
C24 2.76204 3.06478 3.06716
O7 -3.69384 -2.21970 -3.87013
C25 3.81582 1.52185 4.60844
C26 2.24019 -3.72885 0.16791

---

Record 5
DFT (ωB97M-V/def2-TZVPD) results for a structure of composition C5H6O.

Computed properties:
HOMO level, eV: -10.2
Kohn-Sham gap, eV: 10.679

Positions of all 12 atoms, in Å:
H1 -1.19129 1.66627 0.89013
O1 -0.62883 -0.78980 1.30598
H2 1.44225 -0.78122 1.21149
H3 -0.91559 1.60331 -0.87992
H4 0.47655 -0.20037 -1.73302
C1 -1.28984 1.05749 -0.01280
C2 2.51752 -0.09284 0.87606
C3 1.69420 -0.51303 0.01661
C4 0.47660 -0.74441 -0.78443
H5 0.31969 -1.81092 -0.97940
C5 -0.55099 -0.22238 0.23780
H6 -2.35028 0.82789 -0.14852

---

Record 6
DFT (ωB97M-V/def2-TZVPD) results for a cluster of 2 separate species, C5H9Cl2NO2 in total in a non-equilibrium geometry.

Computed properties:
HOMO level, eV: -7.5
Kohn-Sham gap, eV: 7.978

Positions of all 19 atoms, in Å:
C1 -1.47697 -1.33572 0.23901
C2 3.79914 0.68230 0.81673
H1 -2.58222 -1.08606 0.22241
H2 0.30333 -1.17748 -1.66757
Cl1 0.86965 1.72024 0.84774
H3 -1.09364 -1.77869 1.19363
O1 4.12152 1.72428 0.45002
H4 -1.17855 -2.09097 -0.52685
H5 -2.33928 1.11379 -0.19745
H6 -0.74928 1.60181 -1.13401
C3 -0.20996 0.30655 1.20494
C4 0.59662 -0.53073 -0.84258
H7 1.12845 0.32045 -1.19319
O2 3.44942 -0.35039 1.20850
H8 1.14730 -1.21862 -0.18210
H9 -2.08448 0.36479 -1.68645
C5 -1.47054 0.78293 -0.81782
N1 -0.64694 -0.20661 -0.09157
Cl2 -1.58356 1.15814 2.15661

---

Calculated energy above the lowest of the compared OMol25 structures with the same formula, charge and spin, 4.2183 17.9814 1.7808 0.0000 3.8602 0.0000 eV (same order as the records).